Computed, not measured: a 17-piece molecular cluster, C60H167N13O21 overall, with ωB97M-V/def2-TZVPD.

CARTESIAN COORDINATES (ANGSTROEM)
C: 1.67149 0.47441 -3.88106
C: 2.67045 1.18912 -4.80288
O: 3.72705 0.26066 -5.07902
O: 0.60645 1.36535 -3.52005
H: 2.15193 0.11969 -2.96922
H: 1.31611 -0.39892 -4.42796
H: 3.06719 2.04393 -4.25516
H: 2.07146 1.53731 -5.64436
H: 4.44958 0.37019 -4.45649
H: -0.06948 1.18130 -4.17643
C: 3.38800 5.21386 -1.66618
C: 3.77357 5.14743 -0.21431
O: 3.35004 3.94625 0.33830
O: 1.98094 5.03099 -1.85813
H: 3.87062 4.36345 -2.14782
H: 3.86291 6.09334 -2.10102
H: 3.28286 5.90863 0.39222
H: 4.85930 5.19324 -0.12957
H: 2.49551 3.66699 0.00159
H: 1.77679 5.08499 -2.79461
C: -5.37651 0.46192 3.85185
C: -4.50611 1.09156 2.67157
O: -3.19638 1.53711 3.09131
O: -6.46685 -0.25724 3.36278
H: -5.72007 1.24810 4.52415
H: -4.79849 -0.26978 4.41631
H: -4.95804 1.91551 2.11933
H: -4.41048 0.30563 1.92240
H: -3.26117 2.48845 2.98021
H: -6.97233 0.45766 2.96907
C: 3.04240 -5.21471 1.85285
C: 3.70478 -6.53750 2.00549
O: 5.05980 -6.63189 1.75938
O: 3.20203 -4.61650 0.57021
H: 3.38917 -4.44113 2.53801
H: 1.96600 -5.37561 1.91261
H: 3.15944 -7.28528 1.42968
H: 3.39776 -6.90708 2.98389
H: 5.26664 -7.56502 1.84933
H: 4.10312 -4.32290 0.41710
C: 0.39383 -7.41117 -0.34998
C: 0.72317 -6.54486 -1.54157
C: 0.19781 -5.13210 -1.40936
O: 0.59686 -4.28700 -2.46178
C: 0.14066 -2.98523 -2.44647
N: 2.21782 -6.52381 -1.69705
H: -0.66630 -7.61305 -0.19682
H: 0.82718 -6.93529 0.52971
H: 0.76370 -8.43077 -0.45817
H: 0.25800 -6.92499 -2.45109
H: 0.52052 -4.69056 -0.46649
H: -0.88909 -5.16904 -1.33588
H: -0.79325 -2.83728 -2.98873
H: 0.76243 -2.28169 -3.00014
H: -0.05133 -2.54689 -1.46713
H: 2.28577 -6.01600 -2.56745
H: 2.51976 -5.86093 -0.99739
C: 1.28529 -9.20899 5.01711
C: 0.21787 -8.32133 5.75144
C: -0.79475 -7.63777 4.85874
O: -0.02233 -6.85524 4.05781
C: -0.83896 -6.13730 3.16357
N: -0.40815 -9.17571 6.76381
H: 0.98358 -10.19492 4.66354
H: 2.05704 -9.27104 5.78435
H: 1.84219 -8.58578 4.31741
H: 0.68282 -7.56280 6.38116
H: -1.37544 -7.02431 5.54763
H: -1.37975 -8.39881 4.34232
H: -0.99896 -6.66248 2.22192
H: -0.25949 -5.26701 2.85547
H: -1.80757 -5.82472 3.55367
H: -1.33772 -8.87302 7.01757
H: 0.07794 -9.15177 7.64882
C: -1.12620 1.17551 -0.14263
C: 0.36309 1.37689 0.25710
C: 1.30446 0.12954 0.30058
O: 0.70333 -0.82623 1.12071
C: 1.54789 -1.96963 1.27092
N: 0.86849 2.31151 -0.67989
H: -1.71000 0.68391 0.63557
H: -1.14725 0.53038 -1.02096
H: -1.64402 2.11009 -0.35834
H: 0.55949 1.80587 1.23971
H: 2.26956 0.34996 0.75675
H: 1.42333 -0.28521 -0.70040
H: 2.00388 -2.32328 0.34621
H: 1.01791 -2.80684 1.72514
H: 2.41446 -1.67042 1.86052
H: 0.20931 3.07424 -0.74173
H: 0.77257 1.94066 -1.61444
C: 5.40806 0.47847 -0.40543
C: 6.56404 1.45188 -0.41182
C: 7.93029 0.68754 -0.58882
O: 8.17377 -0.08419 0.56501
C: 9.50840 -0.47243 0.59225
N: 6.30001 2.51614 -1.39590
H: 4.43286 0.95479 -0.50652
H: 5.47248 -0.20581 0.44057
H: 5.42923 -0.05161 -1.35762
H: 6.66941 1.98323 0.53405
H: 8.69878 1.45570 -0.67506
H: 7.97611 0.01491 -1.44531
H: 9.62227 -1.17260 1.41983
H: 10.17748 0.38794 0.60614
H: 9.72631 -1.04576 -0.30882
H: 5.48598 3.01576 -1.06749
H: 7.08398 3.15259 -1.37531
C: -5.69205 -4.31679 1.53910
C: -4.26099 -3.77955 1.79222
C: -3.74179 -2.88260 0.65954
O: -3.49551 -3.65542 -0.53344
C: -3.32319 -2.72415 -1.63087
N: -4.35350 -3.02131 3.03311
H: -6.32720 -3.44590 1.37711
H: -6.21481 -4.79335 2.36838
H: -5.69742 -4.84556 0.58596
H: -3.55644 -4.59793 1.94039
H: -2.83610 -2.32394 0.89561
H: -4.52335 -2.15307 0.44729
H: -4.21104 -2.16557 -1.92720
H: -3.00670 -3.26214 -2.52447
H: -2.62803 -1.92786 -1.36486
H: -5.06609 -2.34939 2.78647
H: -3.53691 -2.42787 2.99967
C: -0.97268 -2.68807 4.49638
C: -1.65750 -1.34342 4.40645
C: -0.85939 -0.14280 4.86271
O: -0.51904 0.08195 6.22967
C: 0.56199 -0.72497 6.66260
N: -2.07084 -1.13252 3.06348
H: -0.08190 -2.72167 3.86909
H: -1.67704 -3.48801 4.26817
H: -0.60590 -2.84782 5.51032
H: -2.61252 -1.37513 4.93090
H: -1.52676 0.70136 4.68916
H: -0.03918 0.08280 4.18119
H: 0.31151 -1.50855 7.37771
H: 1.34787 -0.12639 7.12325
H: 1.11485 -1.21139 5.85896
H: -1.34102 -1.43750 2.43543
H: -2.33652 -0.17346 2.89109
C: -4.37842 4.52356 0.31791
C: -5.34923 5.47697 -0.45448
C: -4.75179 6.24316 -1.66855
O: -3.97382 7.32358 -1.20763
C: -3.37697 8.21913 -2.15041
N: -6.49349 4.67532 -0.90983
H: -3.61166 5.16343 0.75465
H: -3.93282 3.69553 -0.23338
H: -4.82336 4.09846 1.21758
H: -5.71238 6.23703 0.23728
H: -5.47593 6.69255 -2.34808
H: -4.17777 5.61653 -2.35116
H: -2.87953 9.06594 -1.67756
H: -4.16343 8.47736 -2.85955
H: -2.53536 7.70873 -2.61867
H: -7.10440 4.42244 -0.14633
H: -7.02834 5.29241 -1.50414
C: -2.44038 0.16279 -3.82037
C: -2.58930 1.00635 -5.07263
C: -3.24430 2.38348 -4.90762
O: -4.61713 2.20578 -4.53066
C: -5.23101 3.43110 -4.03214
N: -1.20963 1.23814 -5.53433
H: -3.46908 -0.11551 -3.59141
H: -2.13323 0.82006 -3.00690
H: -1.88095 -0.76708 -3.92286
H: -3.19021 0.39235 -5.74346
H: -3.27920 3.02114 -5.79094
H: -2.65231 2.96901 -4.20420
H: -6.28538 3.31051 -3.78340
H: -4.98568 4.22934 -4.73267
H: -4.80446 3.80975 -3.10327
H: -0.88965 0.34218 -5.87337
H: -1.21111 1.80379 -6.37107
C: -1.10976 3.96728 4.91696
C: -1.56051 4.65997 3.70437
C: -0.75635 4.41758 2.43718
O: -1.07408 5.39134 1.45808
C: -0.22999 5.43821 0.32472
N: -2.91236 4.30998 3.30794
H: -1.77367 4.17898 5.75513
H: -0.16769 4.40854 5.24234
H: -1.11624 2.87793 4.87980
H: -1.40388 5.72634 3.86693
H: -1.01314 3.39970 2.14377
H: 0.30321 4.45969 2.68948
H: -0.42394 6.32243 -0.28243
H: -0.47562 4.61529 -0.34654
H: 0.84252 5.44809 0.51897
H: -3.21957 4.73864 2.44655
H: -3.55567 4.72784 3.96494
C: 4.08328 -2.82228 -2.39464
C: 5.31381 -3.37123 -3.06313
C: 6.73186 -3.01381 -2.45547
O: 7.63286 -2.72758 -3.50019
C: 8.25860 -3.89531 -3.97355
N: 5.07128 -4.81078 -3.11893
H: 4.09149 -3.03404 -1.32543
H: 3.16831 -3.28917 -2.75926
H: 3.98704 -1.75865 -2.61264
H: 5.29150 -2.92242 -4.05619
H: 7.14246 -3.82699 -1.85694
H: 6.60058 -2.22517 -1.71458
H: 9.09068 -3.59144 -4.60869
H: 7.54729 -4.58103 -4.43390
H: 8.71853 -4.58078 -3.26171
H: 5.20506 -5.29461 -2.24252
H: 5.70865 -5.20204 -3.79774
C: -0.97348 5.45965 -3.81338
C: -0.44112 4.88777 -5.17553
C: -0.27127 6.00349 -6.23307
O: -1.49936 6.41515 -6.72516
C: -1.42565 7.61901 -7.42923
N: 0.78046 4.21289 -4.83598
H: -1.77866 6.16730 -4.01086
H: -0.14715 5.89366 -3.25042
H: -1.37588 4.74033 -3.10011
H: -1.13976 4.22506 -5.68623
H: 0.34214 5.64996 -7.06182
H: 0.34639 6.79147 -5.80217
H: -2.38752 7.66704 -7.93972
H: -0.58488 7.70291 -8.11783
H: -1.49824 8.39358 -6.66577
H: 0.61051 3.50029 -4.14070
H: 1.03266 3.60994 -5.60602
C: 3.06921 2.04857 5.26994
C: 3.81993 2.56861 4.05984
C: 4.90708 1.61378 3.48722
O: 5.99188 1.45412 4.35007
C: 6.72295 0.29636 3.98841
N: 2.78734 2.94549 3.13008
H: 2.36737 1.24909 5.03251
H: 2.41108 2.83401 5.64146
H: 3.73517 1.67862 6.04951
H: 4.39302 3.44337 4.36722
H: 5.24396 2.05605 2.54967
H: 4.43324 0.66920 3.22014
H: 6.27129 -0.69260 4.06640
H: 7.46716 0.38600 4.77974
H: 7.25412 0.36096 3.03878
H: 2.10676 2.20177 3.06851
H: 3.21396 3.06357 2.22224
C: -5.05775 0.59020 -0.84455
C: -6.49706 0.90865 -1.35827
C: -7.35290 -0.40611 -1.40609
O: -6.70488 -1.51194 -2.03023
C: -7.34367 -2.77739 -1.89376
N: -7.04667 1.93408 -0.53947
H: -4.36453 0.07673 -1.51080
H: -5.10890 -0.02526 0.05360
H: -4.47182 1.43911 -0.49221
H: -6.48806 1.26944 -2.38679
H: -8.33347 -0.21455 -1.84186
H: -7.49849 -0.65086 -0.35395
H: -7.58683 -2.96313 -0.84759
H: -6.77775 -3.64713 -2.22754
H: -8.35482 -2.85749 -2.29285
H: -8.01110 2.15053 -0.74715
H: -6.61408 2.77746 -0.88831

Output
- charge = -1
- spin multiplicity = 2
- E_HOMO (spin up / spin down) (Ha) = 0.01284 / -0.25644
- gap between HOMO and LUMO (spin up / spin down) (eV) = 1.30 / 8.63
- expectation value of S² = 0.75
- E_LUMO (spin up / spin down) (eV) = 1.65 / 1.65